1.
{"formula": "C15H10BCl5N6Pr", "method": "ωB97M-V with the def2-TZVPD basis set", "species": ["Pr", "C", "C", "N", "N", "C", "B", "N", "C", "C", "C", "N", "N", "C", "C", "C", "N", "H", "H", "H", "H", "H", "H", "H", "H", "H", "H", "Cl", "C", "C", "C", "Cl", "C", "Cl", "C", "Cl", "C", "Cl"], "positions_angstrom": [[-0.099, 0.238, 0.043], [-0.844, -3.026, 3.199], [-0.272, -1.814, 2.847], [-0.482, -1.562, 1.548], [-1.193, -2.610, 1.048], [-1.415, -3.493, 2.027], [-1.624, -2.714, -0.445], [-2.621, -1.573, -0.805], [-3.915, -1.698, -1.114], [-4.456, -0.441, -1.324], [-3.398, 0.428, -1.113], [-2.287, -0.252, -0.800], [-0.378, -2.675, -1.372], [0.026, -3.653, -2.193], [1.194, -3.265, -2.822], [1.456, -2.004, -2.305], [0.508, -1.639, -1.435], [-0.841, -3.503, 4.163], [0.275, -1.111, 3.456], [-1.967, -4.396, 1.824], [-2.182, -3.759, -0.598], [-4.362, -2.677, -1.163], [-5.468, -0.199, -1.594], [-3.378, 1.506, -1.164], [-0.550, -4.559, -2.277], [1.772, -3.819, -3.540], [2.277, -1.337, -2.519], [2.691, 1.040, 1.121], [1.579, 2.128, 2.005], [0.282, 2.097, 1.576], [-0.622, 2.871, 2.269], [-2.299, 2.785, 1.765], [-0.246, 3.678, 3.337], [-1.398, 4.632, 4.170], [1.105, 3.694, 3.721], [1.604, 4.684, 5.023], [2.048, 2.905, 3.055], [3.698, 2.900, 3.509]], "forces_ev_per_a": [[0.2, 0.4, 0.1], [0.0, 0.0, 0.0], [0.0, 0.0, 0.0], [-0.1, -0.1, 0.0], [0.1, 0.1, 0.0], [0.0, 0.0, 0.0], [-0.1, -0.1, 0.0], [0.1, 0.1, 0.0], [0.0, 0.0, 0.0], [0.0, -0.1, 0.0], [0.0, 0.0, 0.0], [-0.3, -0.1, 0.0], [0.0, 0.1, 0.1], [-0.1, 0.0, 0.0], [0.0, 0.0, 0.1], [0.0, 0.1, 0.0], [0.0, -0.2, 0.0], [0.0, 0.0, 0.0], [0.0, 0.0, 0.0], [0.0, 0.0, 0.0], [0.0, 0.0, 0.0], [0.0, 0.0, 0.0], [0.0, 0.0, 0.0], [0.0, 0.0, 0.0], [0.0, 0.0, 0.0], [0.0, 0.0, 0.0], [0.0, 0.0, 0.0], [-0.1, 0.1, 0.1], [0.3, 0.0, 0.0], [-0.1, -0.1, -0.2], [-0.1, 0.1, 0.1], [0.2, 0.0, 0.0], [0.0, 0.0, -0.1], [0.0, 0.0, 0.0], [0.0, 0.0, 0.0], [0.0, 0.0, 0.0], [0.0, 0.0, 0.0], [0.0, 0.0, 0.0]], "multiplicity": 3, "total_charge": 1, "e_lumo_ev": [-3.524, -3.211], "e_tot_ha": -3748.88661}

=====

2.
{"formula": "C24H18AuBrClIP", "method": "ωB97M-V with the def2-TZVPD basis set", "species": ["Au", "Cl", "C", "C", "C", "C", "C", "C", "P", "C", "C", "C", "C", "C", "C", "C", "C", "C", "C", "C", "C", "H", "H", "H", "H", "H", "H", "H", "H", "H", "H", "H", "H", "H", "H", "Br", "C", "C", "C", "C", "C", "C", "I", "H", "H", "H", "H"], "positions_angstrom": [[0.115, 2.625, 0.191], [-2.903, 2.032, 0.073], [-2.855, 0.766, -1.127], [-4.078, 0.292, -1.569], [-4.126, -0.617, -2.615], [-2.956, -1.030, -3.230], [-1.736, -0.567, -2.766], [-1.656, 0.322, -1.692], [-0.015, 0.672, -0.994], [1.163, 0.374, -2.324], [1.825, -0.844, -2.449], [2.694, -1.046, -3.512], [2.898, -0.041, -4.445], [2.240, 1.176, -4.319], [1.377, 1.388, -3.257], [0.256, -0.628, 0.238], [-0.505, -1.792, 0.273], [-0.197, -2.791, 1.187], [0.874, -2.638, 2.054], [1.635, -1.475, 2.023], [1.323, -0.469, 1.126], [-4.986, 0.657, -1.109], [-5.084, -0.981, -2.959], [-2.988, -1.717, -4.065], [-0.823, -0.913, -3.234], [1.669, -1.630, -1.721], [3.213, -1.990, -3.608], [3.577, -0.202, -5.272], [2.405, 1.962, -5.044], [0.872, 2.341, -3.151], [-1.336, -1.926, -0.407], [-0.793, -3.694, 1.214], [1.117, -3.424, 2.757], [2.469, -1.351, 2.701], [1.915, 0.440, 1.108], [2.917, 3.159, 3.958], [1.361, 2.107, 4.101], [1.412, 0.948, 4.865], [0.297, 0.134, 4.970], [-0.879, 0.463, 4.311], [-0.944, 1.622, 3.557], [0.176, 2.438, 3.460], [-0.013, 4.199, 2.324], [2.331, 0.694, 5.375], [0.350, -0.764, 5.571], [-1.749, -0.174, 4.389], [-1.858, 1.891, 3.045]], "forces_ev_per_a": [[0.0, 0.0, 0.0], [-0.1, -0.2, 0.1], [0.0, 0.2, -0.2], [0.0, 0.0, -0.1], [0.0, 0.0, 0.0], [0.0, 0.0, 0.0], [0.0, -0.1, 0.0], [0.0, -0.1, 0.0], [-0.1, 0.0, 0.1], [0.0, 0.1, 0.0], [0.0, 0.0, 0.0], [0.0, 0.0, 0.0], [0.0, 0.0, 0.0], [0.0, 0.0, 0.0], [0.0, 0.0, 0.0], [0.1, 0.0, -0.1], [0.0, 0.0, 0.0], [0.0, 0.0, 0.0], [0.0, 0.0, 0.0], [0.0, 0.0, 0.0], [0.0, 0.0, 0.0], [0.0, 0.0, 0.0], [0.0, 0.0, 0.0], [0.0, 0.0, 0.0], [0.0, 0.0, 0.0], [0.0, 0.0, 0.0], [0.0, 0.0, 0.0], [0.0, 0.0, 0.0], [0.0, 0.0, 0.0], [0.0, 0.0, 0.0], [0.0, 0.0, 0.0], [0.0, 0.0, 0.0], [0.0, 0.0, 0.0], [0.0, 0.0, 0.0], [0.0, 0.0, 0.0], [0.0, 0.0, 0.0], [0.0, 0.0, 0.0], [0.0, 0.0, 0.0], [0.0, 0.0, 0.0], [0.0, 0.0, 0.0], [0.0, 0.0, 0.0], [-0.1, 0.0, 0.1], [0.1, 0.0, -0.1], [0.0, 0.0, 0.0], [0.0, 0.0, 0.0], [0.0, 0.0, 0.0], [0.0, 0.0, 0.0]], "total_charge": 1, "e_lumo_ev": -2.856, "e_tot_ha": -4734.12636, "de_lowest_kj_mol": 5.0}

=====

3.
{"formula": "C7H11N3O", "method": "ωB97M-V with the def2-TZVPD basis set", "species": ["C", "C", "C", "C", "C", "O", "N", "C", "N", "C", "N", "H", "H", "H", "H", "H", "H", "H", "H", "H", "H", "H"], "positions_angstrom": [[1.366, -1.457, -0.135], [-0.026, -0.999, 0.397], [-1.063, -0.960, -0.790], [-0.434, -1.952, 1.505], [0.044, 0.516, 0.901], [-0.199, 0.685, 2.092], [0.291, 1.534, 0.000], [-0.074, 2.870, 0.255], [-0.051, 3.547, -0.852], [0.412, 2.687, -1.782], [0.587, 1.499, -1.340], [2.044, -1.400, 0.661], [1.375, -2.547, -0.440], [1.722, -0.751, -0.868], [-1.320, -1.949, -1.034], [-0.665, -0.274, -1.482], [-2.111, -0.711, -0.656], [-0.300, -1.584, 2.543], [0.104, -2.900, 1.396], [-1.547, -2.145, 1.336], [-0.484, 3.298, 1.133], [0.330, 2.993, -2.841]], "forces_ev_per_a": [[-1.3, -0.4, -0.6], [0.0, 1.4, -1.1], [0.1, -0.1, 1.8], [-1.9, -0.2, 0.4], [-0.4, -4.0, 2.4], [0.5, 1.4, -2.0], [-0.3, 3.7, -0.1], [-0.2, -0.6, -1.3], [0.2, 1.1, 1.1], [-1.3, 0.7, -1.0], [0.7, -2.6, 0.0], [1.1, 0.1, 1.4], [-0.3, 1.4, -0.1], [0.1, -0.2, -0.7], [0.9, -1.7, -1.4], [0.3, -0.1, -1.6], [-0.1, 1.2, 1.3], [0.0, -0.1, -0.8], [-0.2, 0.2, 0.0], [1.4, 0.0, 0.7], [0.0, -0.3, 1.0], [0.8, -0.6, 0.7]], "smiles": "CC(C)(C)C(=O)n1cncn1", "total_charge": 0, "e_lumo_ev": 0.176, "e_tot_ha": -512.79293, "de_lowest_kj_mol": 170.2}

=====

4.
{"formula": "C5H7NO", "method": "ωB97M-V with the def2-TZVPD basis set", "species": ["H", "N", "C", "C", "C", "C", "C", "O", "H", "H", "H", "H", "H", "H"], "positions_angstrom": [[1.988, -1.450, 1.177], [1.378, -0.921, 0.555], [1.684, 0.314, 0.524], [0.917, 1.246, -0.324], [-0.190, 0.870, -0.971], [-0.846, -0.483, -0.847], [-1.633, -0.689, 0.429], [-0.861, -1.264, -1.770], [2.515, 0.744, 1.098], [1.294, 2.261, -0.426], [-0.702, 1.567, -1.633], [-2.650, -0.317, 0.250], [-1.204, -0.128, 1.263], [-1.688, -1.751, 0.675]], "forces_ev_per_a": [[0.0, 0.1, 0.0], [0.2, 0.3, 0.1], [-0.1, -0.2, 0.0], [-0.2, -0.1, -0.1], [0.2, 0.1, 0.1], [-0.1, -0.1, -0.2], [0.0, -0.1, 0.1], [0.0, 0.3, 0.3], [-0.1, -0.1, -0.1], [0.0, -0.2, 0.0], [0.1, -0.1, 0.1], [0.1, 0.0, 0.0], [-0.1, -0.1, -0.1], [0.0, 0.1, -0.1]], "smiles": "[H]/N=C/C=C\\C(C)=O", "total_charge": 0, "e_lumo_ev": 0.202, "e_tot_ha": -324.67051, "de_lowest_kj_mol": 141.7}

=====

5.
{"formula": "C7H7IN4", "method": "ωB97M-V with the def2-TZVPD basis set", "species": ["C", "C", "C", "C", "C", "C", "C", "N", "N", "N", "N", "I", "H", "H", "H", "H", "H", "H", "H"], "positions_angstrom": [[1.525, 3.087, -0.902], [0.644, -2.736, -0.418], [1.552, 1.798, -0.480], [0.032, -1.937, 0.501], [-0.134, 2.871, 0.399], [0.784, -0.805, -1.263], [-0.214, 0.472, 0.780], [0.469, 3.771, -0.315], [1.007, -2.024, -1.516], [0.388, 1.577, 0.216], [0.222, -0.615, 0.037], [-3.945, -0.555, -0.592], [2.186, 3.660, -1.593], [0.677, -3.838, -0.352], [2.279, 1.025, -0.521], [-0.371, -2.161, 1.426], [-0.852, 3.152, 1.132], [0.731, -0.059, -2.073], [-3.290, 0.057, 0.662]], "forces_ev_per_a": [[0.9, 0.7, -0.6], [-1.5, -1.4, 1.6], [0.6, 0.2, -1.5], [1.9, 0.3, -1.9], [0.2, 0.5, -0.4], [-0.8, 1.9, -0.5], [1.0, -0.3, -1.8], [-0.2, -0.9, 0.3], [0.7, -0.8, -0.9], [-1.1, 1.6, 2.1], [-0.8, -0.8, 0.6], [-0.6, -0.6, -1.2], [-0.3, -0.9, 0.9], [0.2, 0.9, -0.3], [0.4, -0.3, -0.5], [-0.7, -0.1, 1.6], [-0.8, -0.5, 0.2], [0.3, -0.1, 1.0], [0.7, 0.6, 1.2]], "total_charge": 0, "e_lumo_ev": -0.668, "e_tot_ha": -787.54385, "de_lowest_kj_mol": 10.3}

=====

6.
{"formula": "C3H6F8Li3N4O19S8", "method": "ωB97M-V with the def2-TZVPD basis set", "species": ["Li", "Li", "Li", "N", "S", "O", "O", "F", "S", "O", "O", "F", "N", "S", "O", "O", "F", "S", "O", "O", "F", "N", "S", "O", "O", "F", "S", "O", "O", "F", "N", "S", "O", "O", "F", "S", "O", "O", "F", "C", "O", "C", "O", "O", "C", "H", "H", "H", "H", "H", "H"], "positions_angstrom": [[2.292, -0.260, 1.962], [-2.656, 1.272, 0.500], [-0.293, -0.483, 0.687], [0.409, -0.336, 2.543], [-0.429, 0.995, 3.231], [-0.489, 1.177, 4.616], [-1.612, 1.247, 2.474], [0.602, 2.033, 2.697], [-0.025, -1.410, 3.675], [-1.407, -1.452, 3.932], [0.911, -1.526, 4.733], [0.233, -2.730, 2.869], [-1.937, -0.547, -0.175], [-1.837, -0.438, -1.850], [-1.908, 0.931, -2.231], [-2.463, -1.413, -2.640], [-0.293, -0.783, -1.919], [-2.720, -1.958, -0.054], [-1.989, -3.169, -0.106], [-4.088, -1.848, -0.430], [-2.787, -1.830, 1.566], [-2.741, 3.086, -0.269], [-1.160, 3.575, -0.092], [-0.736, 4.167, 1.091], [-0.522, 3.830, -1.321], [-0.585, 2.041, 0.205], [-3.452, 4.124, 0.737], [-3.148, 5.492, 0.472], [-3.666, 3.663, 2.061], [-4.887, 4.021, 0.042], [0.710, -4.846, -0.699], [0.893, -4.741, -2.297], [2.008, -5.440, -2.834], [0.594, -3.454, -2.818], [-0.290, -5.713, -2.708], [1.541, -3.568, -0.186], [0.757, -2.458, 0.259], [2.810, -3.318, -0.790], [1.995, -4.187, 1.214], [3.059, -0.381, -2.426], [3.039, 0.897, -1.750], [2.293, 1.048, -0.683], [1.821, 0.148, 0.008], [2.111, 2.286, -0.348], [2.600, 3.378, -1.114], [2.357, -1.126, -2.071], [4.048, -0.808, -2.284], [2.821, -0.208, -3.472], [3.601, 3.164, -1.488], [2.655, 4.296, -0.540], [1.959, 3.558, -1.976]], "forces_ev_per_a": [[-0.4, -0.1, -0.7], [0.2, -0.3, 0.4], [1.2, -0.5, -0.3], [-1.5, 1.4, 2.5], [-0.1, 1.3, -3.0], [0.6, -0.4, 1.2], [-0.2, -0.4, -0.2], [0.5, 0.4, 0.0], [0.8, -4.2, 0.1], [-1.0, 0.7, 0.3], [0.5, 0.7, 0.4], [0.1, 0.3, -0.3], [-1.2, -0.6, -3.4], [2.4, 2.4, 0.0], [-0.2, 0.0, 0.4], [-0.7, -0.9, 0.1], [0.0, 0.1, -0.2], [-1.9, -1.7, 5.0], [0.2, 0.3, -1.6], [0.3, 0.0, -0.6], [-0.2, 0.5, -0.4], [2.3, 1.7, 1.3], [0.5, -4.1, -2.3], [0.0, 1.8, 2.0], [-0.1, 0.9, -0.8], [-0.4, -0.3, -0.4], [-3.5, 1.5, -1.0], [0.7, -0.1, 0.3], [0.3, -0.4, 0.2], [0.1, -0.5, 0.3], [1.1, 1.8, -0.8], [-0.6, -2.0, -0.6], [0.6, 0.0, 0.1], [-0.3, 0.7, -0.3], [-0.2, 0.5, 0.3], [0.2, -1.7, 2.3], [-0.3, 0.9, -0.3], [-0.1, 0.5, -0.6], [-0.2, -0.1, 0.0], [0.3, -0.8, -0.2], [-0.6, -0.2, -0.2], [0.2, -0.2, -0.3], [0.3, 0.0, 0.4], [-0.3, 0.9, 1.1], [0.7, 0.3, -1.4], [-0.3, 0.3, 0.5], [0.1, 0.1, -0.2], [0.3, 0.2, 0.0], [0.0, -0.1, 0.1], [-0.4, -0.3, 0.6], [-0.1, -0.1, 0.1]], "total_charge": -1, "e_lumo_ev": 0.745, "e_tot_ha": -5773.79939}